Formula: C4H6N2O
Source: OMol25
Level of theory: the ωB97M-V functional and the def2-TZVPD basis

Structure (XYZ):
```
13
Properties=species:S:1:pos:R:3:lowdin_charge:R:1
C -2.05 0.06 -0.14 -0.029
C -0.56 0.01 0.00 -0.317
C 0.44 -0.20 -0.93 0.028
C 1.63 -0.10 -0.17 -0.435
O 2.88 -0.23 -0.67 0.062
N 1.41 0.15 1.10 0.080
N 0.06 0.21 1.18 -0.002
H -2.43 1.07 0.02 0.081
H -2.53 -0.61 0.58 0.080
H -2.34 -0.26 -1.14 0.080
H 0.34 -0.39 -1.99 0.110
H 3.49 -0.10 0.08 0.109
H -0.36 0.39 2.08 0.154
```

Properties
SMILES: Cc1cc(O)n[nH]1
Net charge: 0
Relative energy (zero: lowest compared OMol25 entry of this formula, charge and spin): 18.95 kcal/mol
E_LUMO: 0.95 eV
Frontier orbital gap: 9.677 eV

Formula: C4H6N4O
Source: OMol25
Level of theory: the ωB97M-V functional and the def2-TZVPD basis

Structure (XYZ):
```
15
Properties=species:S:1:pos:R:3:lowdin_charge:R:1
C -0.83 0.07 -0.53 -0.378
C -0.18 1.73 0.56 -0.138
C 0.51 -0.38 -0.02 -0.162
C 1.50 -1.28 -0.10 0.079
H -2.08 -2.66 -1.56 0.057
H -0.76 -2.40 -0.49 0.050
H 0.09 2.69 0.97 0.143
H 1.70 0.68 2.38 0.114
H 2.46 -1.06 0.31 0.054
H 1.38 -2.24 -0.60 0.055
N -1.35 -2.06 -1.25 0.028
N -1.71 -0.67 -1.10 0.071
N -1.11 1.36 -0.25 0.119
N 0.75 0.79 0.80 -0.143
O 1.89 1.03 1.51 0.051
```

Properties
SMILES: C=C1/C(=N\N)N=CN1O
Net charge: 0
Relative energy (zero: lowest compared OMol25 entry of this formula, charge and spin): 89.24 kcal/mol
E_LUMO: 0.16 eV
Frontier orbital gap: 8.106 eV

Formula: C4H10Cl6NO3Sn
Source: OMol25
Level of theory: the ωB97M-V functional and the def2-TZVPD basis

Structure (XYZ):
```
25
Properties=species:S:1:pos:R:3:lowdin_charge:R:1
Sn -0.52 -16.29 13.80 1.320
O 3.13 -18.88 15.23 -0.258
H 3.52 -19.69 14.84 -0.061
C 1.57 -23.47 15.26 0.034
N 2.28 -24.75 15.61 -0.459
O 2.52 -24.93 16.75 0.097
O 2.64 -25.47 14.67 0.052
H 2.19 -22.95 14.54 0.089
H 1.30 -22.81 16.08 0.093
H 0.69 -23.84 14.73 0.095
C 7.42 -20.77 17.34 -0.984
Cl 7.90 -21.88 16.05 0.497
Cl 8.51 -20.91 18.81 0.449
H 7.48 -19.74 16.97 0.024
H 6.43 -21.09 17.66 0.014
C 5.50 -20.67 11.06 -1.098
Cl 5.77 -22.13 10.09 0.507
Cl 6.77 -19.52 10.90 0.550
H 4.53 -20.26 10.80 0.022
H 5.39 -20.91 12.11 0.019
C 3.02 -18.42 19.93 -0.982
Cl 2.61 -20.09 20.40 0.483
Cl 3.28 -17.38 21.41 0.459
H 3.92 -18.42 19.30 0.023
H 2.20 -18.06 19.31 0.015
```

Properties
Net charge: +1
Relative energy (zero: lowest compared OMol25 entry of this formula, charge and spin): 5.10 kcal/mol
E_LUMO: -9.47 eV
Frontier orbital gap: 2.890 eV

Formula: C4H9NO3
Source: OMol25
Level of theory: the ωB97M-V functional and the def2-TZVPD basis

Structure (XYZ):
```
17
Properties=species:S:1:pos:R:3:lowdin_charge:R:1
C 0.91 -0.59 1.28 -0.031
C 1.68 -0.67 0.01 -0.547
N 1.04 -0.43 -1.16 0.048
C -0.37 -0.07 -1.30 -0.238
C -0.50 1.40 -1.81 -0.469
O -1.51 2.08 -1.48 -0.251
O 2.79 -1.19 0.04 -0.024
H 1.34 -0.99 2.19 0.079
H 0.60 0.40 1.66 0.080
H -0.10 -1.00 1.21 0.048
H 1.47 -0.64 -2.05 0.136
H -0.83 -0.71 -2.07 0.087
H -1.02 -0.24 -0.43 0.066
H 0.39 1.74 -2.40 0.042
H -1.91 0.06 1.34 0.012
H -1.94 0.88 2.68 0.055
O -2.04 -0.02 2.30 -0.091
```

Properties
2S+1: 2
Net charge: -1
Relative energy (zero: lowest compared OMol25 entry of this formula, charge and spin): 30.20 kcal/mol
E_LUMO (alpha / beta): 3.62 / 3.57 eV
Frontier orbital gap (alpha / beta): 3.597 / 7.108 eV

Formula: C8H12AuCl2N2O3STi
Source: OMol25
Level of theory: the ωB97M-V functional and the def2-TZVPD basis

Structure (XYZ):
```
30
Properties=species:S:1:pos:R:3:lowdin_charge:R:1
Ti 5.70 -4.51 -0.67 0.364
Au 3.22 -1.68 -0.52 0.646
Cl 5.16 -3.86 1.33 0.249
Cl 4.31 -3.34 -1.89 0.215
C 2.25 -0.07 0.01 -0.173
C 6.86 -6.20 0.03 0.015
C 7.51 -4.24 -1.37 -0.030
O 1.76 0.91 0.31 0.161
O 7.64 -6.95 0.48 0.261
O 8.63 -4.07 -1.72 0.279
C -2.43 3.22 -1.83 -0.009
C -2.83 1.83 -1.42 -0.169
N -1.68 1.12 -0.88 0.159
C -1.79 0.10 0.05 -0.697
S -1.03 -1.36 -0.13 1.068
N -2.56 0.40 1.15 0.192
C -2.57 1.75 1.77 -0.146
C -3.87 2.03 2.50 -0.013
H -1.76 3.64 -1.09 0.097
H -3.30 3.86 -1.98 0.124
H -1.89 3.19 -2.78 0.110
H -3.62 1.84 -0.68 0.132
H -3.19 1.26 -2.28 0.183
H -1.01 0.83 -1.59 0.166
H -2.74 -0.39 1.75 0.179
H -1.71 1.90 2.46 0.189
H -2.47 2.47 0.95 0.119
H -4.00 1.38 3.37 0.109
H -3.87 3.07 2.84 0.122
H -4.73 1.89 1.86 0.100
```

Properties
2S+1: 4
Net charge: +4
E_LUMO (alpha / beta): -14.57 / -17.12 eV
Frontier orbital gap (alpha / beta): 7.879 / 6.173 eV

Formula: C4H3NO3
Source: OMol25
Level of theory: the ωB97M-V functional and the def2-TZVPD basis

Structure (XYZ):
```
11
Properties=species:S:1:pos:R:3:lowdin_charge:R:1
C -0.73 0.79 0.12 -0.576
C 0.79 -0.28 0.04 -0.297
C 1.96 -0.88 -0.01 0.151
O 0.14 0.43 1.09 0.120
O -1.45 1.87 0.23 0.203
C -1.76 -0.87 0.06 -0.101
O 0.09 0.51 -0.92 0.109
N -2.55 -1.70 -0.06 0.051
H -1.27 2.50 -0.49 0.164
H 2.42 -1.20 0.90 0.088
H 2.36 -1.17 -0.96 0.087
```

Properties
Net charge: 0
Relative energy (zero: lowest compared OMol25 entry of this formula, charge and spin): 110.52 kcal/mol
E_LUMO: 0.20 eV
Frontier orbital gap: 10.654 eV

Formula: C13H12ClNO3Ru
Source: OMol25
Level of theory: the ωB97M-V functional and the def2-TZVPD basis

Structure (XYZ):
```
31
Properties=species:S:1:pos:R:3:lowdin_charge:R:1
Ru 0.96 0.35 0.31 1.256
C -0.94 -0.28 1.44 -0.099
C -0.57 0.97 1.94 -0.073
C 0.72 1.13 2.48 -0.043
C 1.62 0.05 2.45 -0.085
C 1.22 -1.22 1.96 -0.053
C -0.07 -1.39 1.47 -0.079
H -1.92 -0.40 0.99 0.126
H -1.26 1.81 1.89 0.142
H 1.05 2.10 2.82 0.154
H 2.64 0.19 2.78 0.153
H 1.94 -2.02 1.91 0.154
H -0.39 -2.34 1.07 0.137
O 4.40 1.54 -0.29 0.257
N 3.29 1.19 -0.18 -0.468
O 2.25 1.96 -0.13 -0.085
O 2.93 -0.06 -0.09 -0.095
Cl -0.86 2.63 -1.44 0.885
C -1.30 1.00 -1.48 -0.586
C -2.67 0.72 -1.50 -0.059
C -3.11 -0.59 -1.54 0.052
C -2.23 -1.70 -1.51 -0.007
C -0.90 -1.46 -1.47 -0.012
C -0.36 -0.11 -1.50 -0.371
C 0.99 0.03 -1.84 0.015
H -3.37 1.54 -1.52 0.133
H -4.18 -0.78 -1.59 0.147
H -2.62 -2.70 -1.56 0.140
H -0.18 -2.27 -1.51 0.145
H 1.35 0.96 -2.27 0.104
H 1.58 -0.85 -2.08 0.116
```

Properties
Net charge: +2
E_LUMO (alpha / beta): -9.88 / -9.88 eV
Frontier orbital gap (alpha / beta): 7.112 / 7.111 eV

Formula: C2H7NO2S
Source: OMol25
Level of theory: the ωB97M-V functional and the def2-TZVPD basis

Structure (XYZ):
```
13
Properties=species:S:1:pos:R:3:lowdin_charge:R:1
C 0.36 0.20 -0.51 -0.272
C -1.03 0.17 0.03 -0.327
N -1.55 -1.22 0.31 -0.001
O 2.95 -0.39 -0.13 -0.496
O 1.79 0.99 1.60 -0.367
S 1.82 -0.44 0.73 0.879
H 0.69 -0.27 -1.45 0.081
H 0.68 1.26 -0.78 0.103
H -1.13 0.73 0.92 0.090
H -1.65 0.64 -0.77 0.120
H -1.59 -1.60 -0.67 0.088
H 2.66 1.38 1.91 0.096
H -0.85 -1.65 0.83 0.005
```

Properties
Net charge: 0
Relative energy (zero: lowest compared OMol25 entry of this formula, charge and spin): 54.54 kcal/mol
E_LUMO: 0.63 eV
Frontier orbital gap: 9.805 eV

Formula: C5H10N2
Source: OMol25
Level of theory: the ωB97M-V functional and the def2-TZVPD basis

Structure (XYZ):
```
17
Properties=species:S:1:pos:R:3:lowdin_charge:R:1
C -0.16 -1.61 -0.13 -0.065
N -1.28 0.11 1.56 -0.120
C -0.57 -0.20 0.02 -0.249
N -0.36 0.57 2.52 -0.078
C -0.33 1.00 -0.38 -0.036
C 0.32 0.88 -1.92 -0.132
C 1.59 0.53 -2.15 -0.038
H -1.74 -0.76 1.84 0.071
H -0.02 -0.05 3.26 0.062
H -0.68 1.34 3.11 0.062
H -0.59 2.00 -0.09 0.099
H -0.30 1.31 -2.70 0.076
H 0.49 -1.85 0.72 0.091
H 0.36 -1.82 -1.07 0.070
H -1.03 -2.28 -0.11 0.078
H 2.22 0.11 -1.37 0.060
H 2.06 0.71 -3.11 0.049
```

Properties
SMILES: C=C/C=C(\C)NN
Net charge: 0
Relative energy (zero: lowest compared OMol25 entry of this formula, charge and spin): 102.28 kcal/mol
E_LUMO: 1.10 eV
Frontier orbital gap: 9.595 eV

Formula: C14H18N2O5P
Source: OMol25
Level of theory: the ωB97M-V functional and the def2-TZVPD basis

Structure (XYZ):
```
40
Properties=species:S:1:pos:R:3:lowdin_charge:R:1
O 0.17 1.94 3.66 0.000
C 1.15 1.17 3.14 -0.244
O 2.54 1.60 3.38 0.018
C 0.67 -0.18 2.35 0.063
C -0.44 -1.14 3.15 0.102
C -1.02 -2.49 2.43 0.047
N -0.55 -2.89 1.02 -0.158
P -1.34 -4.38 0.36 0.754
O -2.91 -4.02 0.26 -0.327
O -1.27 -5.72 1.52 -0.167
O -0.80 -4.81 -1.23 -0.156
C 0.49 -2.08 0.25 0.089
C 1.17 -0.67 0.86 0.000
C 2.27 0.21 0.02 -0.150
C 1.82 0.51 -1.54 -0.192
C 1.83 2.16 -1.78 -0.166
C 0.57 2.47 -2.81 -0.178
N -0.77 2.43 -2.10 -0.183
C -1.83 1.34 -2.25 -0.078
C -3.16 1.68 -1.30 -0.073
C -2.80 3.12 -0.56 -0.066
C -1.28 3.50 -1.14 -0.063
H 2.45 2.58 3.67 0.159
H -0.83 -0.82 4.21 0.133
H -1.81 -3.14 3.02 0.152
H -0.31 -5.88 1.75 0.095
H 0.20 -4.81 -1.30 0.091
H 0.85 -2.44 -0.83 0.145
H 2.48 1.19 0.62 0.113
H 3.28 -0.39 -0.03 0.134
H 0.75 0.10 -1.79 0.093
H 2.61 -0.01 -2.27 0.131
H 2.87 2.47 -2.24 0.127
H 1.69 2.77 -0.79 0.107
H 0.75 3.44 -3.45 0.137
H 0.56 1.55 -3.57 0.133
H -1.80 0.36 -2.92 0.102
H -4.14 1.05 -1.15 0.080
H -3.48 3.74 0.20 0.088
H -0.64 4.46 -0.85 0.110
```

Properties
SMILES: O=C(O)c1cc[n+](P(=O)(O)O)cc1CCCCn1cccc1
Net charge: +1
Relative energy (zero: lowest compared OMol25 entry of this formula, charge and spin): 406.46 kcal/mol
E_LUMO: -6.02 eV
Frontier orbital gap: 3.915 eV

Formula: C20H15BCl4FO5S2
Source: OMol25
Level of theory: the ωB97M-V functional and the def2-TZVPD basis

Structure (XYZ):
```
48
Properties=species:S:1:pos:R:3:lowdin_charge:R:1
Cl -3.84 -2.84 -1.55 0.489
B -2.25 -2.20 -2.23 -1.880
Cl -1.20 -3.64 -2.79 0.477
Cl -2.56 -1.16 -3.84 0.406
O -1.63 -1.36 -1.24 -0.143
C -0.42 -0.75 -1.57 -0.335
C 0.73 -1.45 -0.93 -0.171
C 1.87 -1.54 -1.71 -0.030
C 2.96 -2.25 -1.25 -0.113
C 2.84 -2.94 -0.03 -0.678
Cl 4.26 -3.63 0.66 0.643
C 1.61 -3.03 0.64 -0.077
C 0.53 -2.34 0.14 -0.023
H -0.32 -0.76 -2.66 0.116
H 1.84 -1.08 -2.70 0.134
H 3.85 -2.33 -1.84 0.098
H 1.52 -3.69 1.47 0.098
H -0.48 -2.54 0.50 0.135
F -0.85 2.72 -1.02 -0.007
C -0.16 1.55 -0.74 -0.655
S 1.68 2.39 -0.96 0.802
C 2.45 1.99 0.64 -0.289
C 3.21 0.84 0.60 -0.068
C 3.68 0.32 1.79 -0.055
C 3.50 1.02 2.98 -0.073
C 2.79 2.22 2.99 -0.073
C 2.24 2.73 1.80 -0.058
O 2.20 1.61 -2.07 -0.310
O 1.63 3.83 -1.00 -0.304
S -0.80 1.01 0.86 1.056
C -2.58 0.82 0.43 -0.294
C -3.31 0.76 1.62 -0.105
C -4.69 0.84 1.59 -0.091
C -5.38 0.97 0.38 -0.082
C -4.66 0.99 -0.79 -0.064
C -3.26 0.97 -0.79 -0.045
O -0.56 0.70 -1.61 -0.015
O 0.00 -0.16 1.33 -0.455
H 3.39 0.38 -0.36 0.100
H 4.22 -0.63 1.76 0.098
H 3.93 0.64 3.91 0.106
H 2.67 2.78 3.91 0.102
H 1.69 3.66 1.78 0.119
H -2.74 0.66 2.55 0.107
H -5.21 0.80 2.53 0.094
H -6.45 1.05 0.37 0.097
H -5.15 1.02 -1.76 0.114
H -2.76 1.05 -1.76 0.102
```

Properties
Net charge: -1
Relative energy (zero: lowest compared OMol25 entry of this formula, charge and spin): 0.00 kcal/mol
E_LUMO: 2.44 eV
Frontier orbital gap: 8.489 eV

Formula: C26H34N3O4P2Sn
Source: OMol25
Level of theory: the ωB97M-V functional and the def2-TZVPD basis

Structure (XYZ):
```
70
Properties=species:S:1:pos:R:3:lowdin_charge:R:1
Sn 0.07 -0.39 -1.28 1.319
P -2.40 -0.16 -1.81 0.850
C -2.26 0.56 -3.54 -0.220
C -0.87 1.08 -3.91 -0.264
N 0.23 0.95 -3.10 -0.027
C 1.49 1.18 -3.55 -0.286
C 1.67 1.86 -4.75 0.043
C 0.57 2.12 -5.56 0.054
C -0.70 1.64 -5.18 0.040
C 2.67 0.76 -2.71 -0.223
P 2.48 -0.78 -1.72 0.826
H -1.57 1.69 -5.86 0.155
H 2.66 2.19 -5.02 0.148
H 0.68 2.64 -6.52 0.153
H 3.56 0.57 -3.32 0.127
H 2.93 1.55 -1.99 0.129
H -2.62 -0.24 -4.15 0.089
H -2.99 1.43 -3.55 0.138
H -1.36 -2.78 -5.01 0.019
O -1.46 -3.44 -5.78 -0.080
H -2.40 -3.16 -5.94 0.064
H -0.33 -4.39 -1.64 0.007
O -0.04 -5.11 -2.23 -0.054
H 0.32 -4.47 -2.93 0.053
C 2.96 -2.15 -2.81 -0.189
H 3.97 -1.98 -3.18 0.094
H 2.92 -3.09 -2.25 0.081
H 2.26 -2.23 -3.65 0.069
C 3.62 -0.74 -0.32 -0.176
H 3.50 -1.65 0.28 0.083
H 4.66 -0.68 -0.67 0.099
H 3.41 0.11 0.34 0.069
C -3.14 1.35 -1.11 -0.178
H -3.98 1.55 -1.78 0.087
H -3.48 1.24 -0.07 0.074
H -2.42 2.18 -1.17 0.077
C -3.56 -1.54 -1.68 -0.182
H -3.80 -1.77 -0.63 0.091
H -4.48 -1.26 -2.21 0.091
H -3.15 -2.44 -2.14 0.069
O 0.18 2.59 -0.04 0.044
C 0.14 1.77 0.87 -0.537
N -0.09 1.96 2.24 0.189
C -0.05 0.73 3.01 -0.298
C -0.11 -0.28 1.87 -0.436
O -0.41 -1.48 1.94 0.104
N 0.21 0.39 0.71 -0.023
C 1.29 0.61 3.74 -0.171
C 2.27 -0.31 3.36 -0.040
C 3.50 -0.31 4.04 -0.062
C 3.73 0.58 5.09 -0.046
C 2.74 1.50 5.46 -0.031
C 1.51 1.51 4.78 -0.023
C -1.29 0.56 3.85 -0.173
C -1.23 -0.16 5.05 0.003
C -2.43 -0.40 5.75 -0.032
C -3.66 0.04 5.23 -0.045
C -3.69 0.74 4.01 -0.060
C -2.50 1.01 3.33 -0.041
H 0.08 2.87 2.62 0.178
H 2.08 -1.06 2.58 0.098
H 4.26 -1.04 3.74 0.109
H 4.69 0.56 5.63 0.124
H 2.89 2.20 6.28 0.125
H 0.71 2.21 5.08 0.137
H -0.27 -0.53 5.43 0.133
H -2.39 -0.95 6.70 0.123
H -4.59 -0.17 5.78 0.123
H -4.63 1.08 3.59 0.108
H -2.51 1.57 2.39 0.100
```

Properties
Net charge: +3
Relative energy (zero: lowest compared OMol25 entry of this formula, charge and spin): 16.22 kcal/mol
E_LUMO: -12.16 eV
Frontier orbital gap: 3.440 eV

> Which formula does entry 11 have?

C20H15BCl4FO5S2

> Which formula does entry 2 have?

C4H6N4O

> What is the net charge in the fifth record?

+4